Entry 1:
Entry from the Open Molecules 2025 dataset: 2 unconnected molecules or ions with the total composition C21H27N2O at a distorted geometry (ωB97M-V with the def2-TZVPD basis set).

Positions of all 51 atoms, in Å:
C: 0.69 1.73 3.32
C: -0.62 1.00 3.06
C: -1.21 0.52 4.39
C: -1.64 1.89 2.37
C: -0.33 -0.20 2.16
N: -0.49 -1.45 2.60
C: -0.14 -2.38 1.63
C: 0.25 -1.67 0.48
C: 0.58 -2.40 -0.66
C: 0.55 -3.81 -0.60
C: 0.10 -4.48 0.56
C: -0.28 -3.75 1.70
C: 0.13 -0.24 0.81
C: 0.43 0.84 -0.02
C: 1.21 0.78 -1.23
C: 2.42 0.04 -1.34
C: 3.11 -0.04 -2.55
C: 2.62 0.63 -3.69
C: 3.28 0.44 -5.02
C: 1.51 1.47 -3.56
C: 0.84 1.58 -2.35
H: 1.17 2.05 2.38
H: 0.51 2.60 3.95
H: 1.40 1.06 3.84
H: -2.16 -0.01 4.25
H: -0.51 -0.10 4.96
H: -1.42 1.40 5.01
H: -2.55 1.32 2.12
H: -1.93 2.71 3.04
H: -1.26 2.33 1.44
H: -0.82 -1.72 3.52
H: 0.85 -1.88 -1.58
H: 0.86 -4.39 -1.46
H: 0.02 -5.56 0.56
H: -0.66 -4.23 2.60
H: 0.22 1.84 0.35
H: 2.83 -0.44 -0.45
H: 4.01 -0.66 -2.63
H: 2.82 1.11 -5.76
H: 4.35 0.66 -4.96
H: 3.17 -0.59 -5.38
H: 1.17 2.03 -4.44
H: 0.02 2.30 -2.24
C: -3.69 0.80 -0.76
N: -2.61 0.54 -1.70
O: -2.50 1.77 -2.47
H: -3.91 -0.11 -0.20
H: -3.46 1.62 -0.07
H: -4.57 1.05 -1.36
H: -1.71 0.51 -1.22
H: -2.65 1.46 -3.38

Properties
* net charge: +1
* gap between HOMO and LUMO: 6.83 eV
* LUMO: -0.179 hartree
* energy above the lowest of the compared OMol25 structures with the same formula, charge and spin: 229.7 kJ/mol

Results of the Mulliken charge analysis, in e, for atoms 1 through 4: atom 1 (C): -1.5007, atom 2 (C): 1.9108, atom 3 (C): -2.0949, atom 4 (C): -1.3676

***

Entry 2:
Entry from the Open Molecules 2025 dataset: a molecular structure, C8H24F4N4O11PbS4 at a distorted geometry (ωB97M-V with the def2-TZVPD basis set).

Positions of all 56 atoms, in Å:
Pb: 0.54 0.24 0.25
N: 4.12 -2.44 2.44
S: 5.68 -2.23 2.49
O: 6.53 -3.38 2.28
O: 6.24 -1.17 3.36
F: 5.72 -1.51 1.04
S: 4.18 -2.95 4.05
O: 4.00 -1.82 4.98
O: 5.05 -4.07 4.46
F: 2.73 -3.75 4.18
N: -2.98 2.93 -2.12
S: -4.31 2.49 -3.14
O: -3.97 1.91 -4.44
O: -5.65 3.04 -3.02
F: -4.55 1.06 -2.40
S: -3.11 4.35 -2.65
O: -4.03 5.27 -1.95
O: -2.91 4.64 -4.07
F: -1.72 4.74 -2.00
O: 3.36 3.71 1.06
H: 4.15 3.82 1.58
H: 3.16 4.59 0.73
C: 1.68 -3.46 -5.47
C: 1.81 -2.17 -4.65
C: 2.46 -0.85 -5.28
O: 2.32 0.28 -4.34
C: 2.89 1.47 -4.86
N: 0.58 -1.91 -3.95
H: 1.03 -3.47 -6.34
H: 1.49 -4.29 -4.78
H: 2.62 -3.70 -5.95
H: 2.55 -2.32 -3.86
H: 2.16 -0.55 -6.29
H: 3.53 -0.93 -5.47
H: 3.94 1.56 -5.13
H: 2.69 2.31 -4.20
H: 2.26 1.79 -5.70
H: 0.18 -2.83 -3.82
H: 0.09 -1.15 -4.40
C: -5.03 -1.24 4.48
C: -3.93 -0.41 3.82
C: -3.21 0.45 4.87
O: -2.08 1.12 4.34
C: -1.63 2.15 5.26
N: -3.05 -1.47 3.28
H: -5.75 -0.60 4.98
H: -4.63 -1.97 5.18
H: -5.59 -1.85 3.76
H: -4.20 0.21 2.96
H: -2.63 -0.10 5.62
H: -3.83 1.15 5.42
H: -2.34 2.53 6.00
H: -1.22 2.99 4.70
H: -0.84 1.83 5.94
H: -3.72 -1.96 2.71
H: -2.84 -2.08 4.05

Properties
* net charge: 0
* gap between HOMO and LUMO: 2.50 eV
* LUMO: -0.257 hartree
* energy above the lowest of the compared OMol25 structures with the same formula, charge and spin: 1054.4 kJ/mol

Results of the Mulliken charge analysis, in e, for atoms 1 through 4: atom 1 (Pb): 1.6444, atom 2 (N): -0.2991, atom 3 (S): 1.0901, atom 4 (O): -0.5423

***

Entry 3:
Entry from the Open Molecules 2025 dataset: a gas-phase ion, C8H16IN3P (charge +1) at a distorted geometry (ωB97M-V with the def2-TZVPD basis set).

Positions of all 29 atoms, in Å:
C: -0.99 2.27 1.32
C: 0.62 -2.17 -3.37
C: -0.54 -0.76 0.02
C: 1.06 -0.04 -1.86
C: 1.45 0.64 0.41
C: -1.91 -0.78 -0.49
C: 2.60 -0.27 0.89
C: -1.74 0.33 2.43
N: 0.04 0.25 0.72
N: 1.49 0.88 -0.98
N: -0.83 0.99 1.43
P: 1.58 -1.66 -2.12
I: 1.19 2.93 -1.56
H: -0.36 2.89 0.74
H: -1.91 2.60 1.90
H: 0.64 -3.19 -3.79
H: -0.39 -1.58 -3.44
H: -0.11 -1.83 0.23
H: 0.53 0.41 -2.59
H: 1.52 1.55 1.00
H: -2.66 -1.05 0.26
H: -2.09 -1.71 -1.06
H: -2.20 0.07 -0.99
H: 2.36 -0.72 1.85
H: 3.47 0.31 0.97
H: 2.81 -1.22 0.17
H: -1.45 -0.66 2.28
H: -2.74 0.59 2.24
H: -1.42 0.88 3.37

Properties
* net charge: +1
* gap between HOMO and LUMO (alpha / beta): 6.01 / 6.18 eV
* LUMO (alpha / beta): -0.166 / -0.166 hartree
* energy above the lowest of the compared OMol25 structures with the same formula, charge and spin: 313.9 kJ/mol

Results of the Mulliken charge analysis, in e, for atoms 1 through 4: atom 1 (C): -0.0136, atom 2 (C): -0.5739, atom 3 (C): -0.0796, atom 4 (C): -0.0295

***

Entry 4:
Entry from the Open Molecules 2025 dataset: a single C5H9N3O2 molecule at a distorted geometry (ωB97M-V with the def2-TZVPD basis set).

Positions of all 19 atoms, in Å:
O: -0.64 1.96 -1.07
N: -0.95 2.14 0.10
C: -0.77 0.89 1.04
C: -1.64 -0.27 0.59
C: -1.15 -1.00 -0.65
C: 0.36 -1.21 -0.76
C: 1.05 0.00 -0.17
N: 2.68 0.18 -0.19
O: 3.15 1.18 0.45
N: 0.63 0.58 0.96
H: -1.05 1.24 2.01
H: -2.77 0.14 0.39
H: -1.58 -0.96 1.37
H: -1.47 -0.46 -1.51
H: -1.54 -2.05 -0.62
H: 0.58 -1.32 -1.79
H: 0.71 -2.19 -0.30
H: 3.01 -0.07 -1.16
H: 1.39 1.21 1.32

Properties
* net charge: 0
* gap between HOMO and LUMO (alpha / beta): 6.35 / 8.18 eV
* LUMO (alpha / beta): -0.020 / -0.004 hartree
* energy above the lowest of the compared OMol25 structures with the same formula, charge and spin: 656.7 kJ/mol
* SMILES: O=N[C@H]1CCC/C(=[NH+]/[O-])N1

Results of the Mulliken charge analysis, in e, for atoms 1 through 4: atom 1 (O): -0.2693, atom 2 (N): -0.0610, atom 3 (C): -0.0410, atom 4 (C): -0.7154

***

Entry 5:
Entry from the Open Molecules 2025 dataset: a molecular structure, C24H43F6HgNO16S7 at a distorted geometry (ωB97M-V with the def2-TZVPD basis set).

Positions of all 98 atoms, in Å:
Hg: -0.34 -0.09 0.16
C: -2.38 -4.31 -1.45
F: -3.19 -4.37 -0.37
F: -1.13 -4.75 -1.08
F: -2.93 -4.97 -2.48
S: -2.33 -2.42 -2.07
O: -3.70 -2.11 -2.45
O: -1.82 -1.55 -0.96
O: -1.43 -2.43 -3.20
C: 0.00 4.71 -0.14
F: -1.29 4.88 0.25
F: 0.05 4.37 -1.42
F: 0.66 5.88 0.01
S: 0.75 3.33 0.89
O: 0.11 3.51 2.18
O: 0.35 2.05 0.27
O: 2.15 3.58 0.92
C: 1.41 -3.87 2.90
C: 0.57 -3.04 2.11
N: -0.15 -2.35 1.51
H: 1.29 -3.57 3.94
H: 2.40 -3.78 2.45
H: 1.05 -4.90 2.82
C: 3.90 -3.10 -3.04
C: 3.16 -4.31 -2.41
C: 1.85 -3.77 -1.79
S: 2.44 -2.31 -0.82
O: 3.02 -2.71 0.47
O: 1.46 -1.22 -0.82
C: 3.87 -1.99 -2.06
H: 3.42 -2.93 -4.00
H: 4.93 -3.30 -3.32
H: 3.77 -4.64 -1.58
H: 2.99 -5.11 -3.14
H: 1.24 -4.41 -1.14
H: 1.13 -3.30 -2.45
H: 4.70 -1.64 -1.45
H: 3.53 -1.11 -2.61
C: -0.60 0.48 5.52
C: -1.85 -0.42 5.75
C: -2.65 -0.40 4.44
S: -2.05 0.98 3.35
O: -3.16 1.87 3.00
O: -1.21 0.42 2.25
C: -1.03 1.72 4.77
H: 0.21 -0.04 5.00
H: -0.20 0.64 6.52
H: -2.40 -0.06 6.62
H: -1.61 -1.44 6.07
H: -3.62 -0.20 4.91
H: -2.91 -1.30 3.88
H: -1.74 2.30 5.36
H: -0.30 2.45 4.42
C: 5.21 1.16 2.33
C: 4.58 1.36 3.74
C: 3.02 1.39 3.50
S: 2.78 -0.11 2.49
O: 1.59 -0.02 1.59
O: 2.98 -1.30 3.32
C: 4.32 0.17 1.57
H: 6.23 0.81 2.46
H: 5.30 2.07 1.74
H: 4.99 2.27 4.18
H: 4.80 0.59 4.47
H: 2.80 2.26 2.89
H: 2.30 1.39 4.32
H: 4.01 0.66 0.65
H: 4.76 -0.75 1.20
C: -5.52 0.73 -1.79
C: -5.86 1.94 -0.87
C: -4.70 2.12 0.07
S: -3.17 1.99 -0.98
O: -2.29 1.13 -0.25
O: -2.73 3.33 -1.37
C: -4.17 1.16 -2.38
H: -6.29 0.64 -2.55
H: -5.55 -0.22 -1.25
H: -6.74 1.76 -0.26
H: -6.18 2.78 -1.47
H: -4.72 1.27 0.76
H: -4.62 2.93 0.79
H: -3.48 0.43 -2.82
H: -4.34 1.98 -3.08
C: 0.11 2.39 -5.31
C: -0.39 1.07 -5.90
C: -0.85 0.17 -4.76
S: 0.34 0.49 -3.33
O: 1.47 -0.39 -3.46
O: -0.40 0.56 -2.07
C: 0.88 2.15 -3.97
H: -0.74 3.03 -5.11
H: 0.78 2.98 -5.94
H: 0.44 0.65 -6.47
H: -1.13 1.19 -6.68
H: -1.00 -0.90 -4.89
H: -1.81 0.60 -4.48
H: 1.97 2.27 -3.95
H: 0.65 2.88 -3.20

Properties
* net charge: -1
* gap between HOMO and LUMO (alpha / beta): 2.67 / 8.44 eV
* LUMO (alpha / beta): 0.082 / 0.080 hartree
* 2S+1: 2

Results of the Mulliken charge analysis, in e, for atoms 1 through 4: atom 1 (Hg): 4.5084, atom 2 (C): 0.3039, atom 3 (F): -0.2150, atom 4 (F): -0.1385

***

Entry 6:
Entry from the Open Molecules 2025 dataset: a molecular structure, C28H29CuS2SbSe2 (ωB97M-V with the def2-TZVPD basis set).

Positions of all 63 atoms, in Å:
Cu: -0.13 -0.31 0.19
S: -1.80 0.14 -1.26
C: -0.73 0.97 -2.39
C: -1.28 1.31 -3.63
C: -0.54 1.92 -4.63
C: 0.80 2.22 -4.39
C: 1.36 1.91 -3.17
C: 0.63 1.27 -2.16
S: 1.51 0.89 -0.67
H: -2.33 1.09 -3.79
H: -0.99 2.15 -5.58
H: 1.40 2.70 -5.16
H: 2.40 2.14 -2.96
C: -0.07 4.75 3.26
Se: 0.57 3.52 1.85
C: -0.78 2.13 2.21
C: -0.27 0.95 3.03
Se: -0.60 -0.89 2.34
C: -2.55 -0.80 2.25
H: -1.12 4.98 3.09
H: 0.52 5.66 3.18
H: 0.06 4.31 4.25
H: -1.13 1.82 1.22
H: -1.59 2.64 2.72
H: -0.70 0.97 4.03
H: 0.82 0.96 3.12
H: -2.93 -0.48 3.22
H: -2.89 -1.80 2.01
H: -2.84 -0.11 1.46
C: 0.61 -6.53 -4.85
C: 0.04 -6.59 -3.58
C: 0.00 -5.45 -2.79
C: 0.51 -4.24 -3.24
C: 1.07 -4.20 -4.52
C: 1.13 -5.33 -5.32
Sb: 0.45 -2.36 -2.13
C: -0.73 -3.33 -0.57
C: -2.10 -3.46 -0.79
C: -2.90 -4.10 0.14
C: -2.36 -4.62 1.30
C: -0.99 -4.50 1.53
C: -0.19 -3.85 0.60
C: 2.37 -2.83 -1.21
C: 2.72 -2.31 0.03
C: 3.94 -2.62 0.62
C: 4.84 -3.44 -0.04
C: 4.52 -3.94 -1.29
C: 3.30 -3.63 -1.87
H: 0.65 -7.42 -5.47
H: -0.38 -7.52 -3.22
H: -0.43 -5.51 -1.80
H: 1.46 -3.26 -4.90
H: 1.58 -5.28 -6.30
H: -2.53 -3.04 -1.69
H: -3.97 -4.19 -0.04
H: -2.98 -5.13 2.03
H: -0.55 -4.91 2.43
H: 0.87 -3.77 0.80
H: 2.04 -1.65 0.55
H: 4.19 -2.21 1.60
H: 5.79 -3.69 0.42
H: 5.23 -4.58 -1.81
H: 3.07 -4.03 -2.85

Properties
* net charge: -1
* gap between HOMO and LUMO: 5.93 eV
* LUMO: 0.084 hartree
* energy above the lowest of the compared OMol25 structures with the same formula, charge and spin: 12.8 kJ/mol

Results of the Mulliken charge analysis, in e, for atoms 1 through 4: atom 1 (Cu): 1.3038, atom 2 (S): -0.6950, atom 3 (C): 0.4344, atom 4 (C): -0.7360

***

Entry 7:
Entry from the Open Molecules 2025 dataset: a single C3H4N2S molecule at a distorted geometry (ωB97M-V with the def2-TZVPD basis set).

Positions of all 10 atoms, in Å:
S: 1.56 -1.05 0.61
C: 0.30 -0.17 0.14
C: -0.98 -0.74 -0.37
C: -1.72 0.52 -0.73
N: -1.03 1.59 -0.44
N: 0.11 1.19 0.10
H: -1.50 -1.35 0.42
H: -0.77 -1.45 -1.16
H: -2.64 0.65 -1.26
H: 0.81 1.88 0.38

Properties
* net charge: 0
* gap between HOMO and LUMO: 8.73 eV
* LUMO: 0.004 hartree
* energy above the lowest of the compared OMol25 structures with the same formula, charge and spin: 129.6 kJ/mol
* SMILES: S=C1CC=NN1

Results of the Mulliken charge analysis, in e, for atoms 1 through 4: atom 1 (S): -0.3550, atom 2 (C): 0.0177, atom 3 (C): -0.2405, atom 4 (C): -0.2262

***

Entry 8:
Entry from the Open Molecules 2025 dataset: 6 unconnected molecules or ions with the total composition C35H73N7O7S at a distorted geometry (ωB97M-V with the def2-TZVPD basis set).

Positions of all 123 atoms, in Å:
C: -3.47 -2.87 1.22
C: -3.10 -2.55 -0.26
S: -2.76 -4.04 -1.25
C: -2.61 -3.55 -3.04
C: -2.88 -2.06 -3.22
C: -4.11 -1.52 -3.74
C: -4.28 -0.16 -3.83
C: -3.26 0.77 -3.42
N: -3.54 2.11 -3.56
C: -2.52 2.83 -3.13
C: -1.27 2.32 -2.60
C: -0.20 3.32 -2.14
C: 0.57 2.85 -0.86
O: 1.36 1.66 -1.02
C: 2.08 1.63 -2.18
C: 2.04 0.30 -2.97
O: 2.73 2.56 -2.60
N: -1.02 1.03 -2.52
C: -2.05 0.24 -2.94
C: -1.88 -1.18 -2.86
H: -2.74 -2.36 1.87
H: -3.51 -3.95 1.41
H: -4.44 -2.38 1.43
H: -3.87 -1.91 -0.72
H: -2.18 -1.93 -0.26
H: -1.59 -3.83 -3.37
H: -3.34 -4.15 -3.59
H: -4.88 -2.23 -4.04
H: -5.22 0.23 -4.24
H: -2.62 3.92 -3.18
H: 0.45 3.65 -2.96
H: -0.77 4.23 -1.84
H: 1.24 3.63 -0.45
H: -0.19 2.62 -0.10
H: 1.70 -0.54 -2.33
H: 3.06 0.10 -3.33
H: 1.32 0.38 -3.79
H: -0.92 -1.56 -2.48
C: -4.21 -4.95 4.66
O: -3.30 -5.14 3.59
C: -2.06 -5.72 3.95
C: -2.09 -7.25 4.11
C: -2.74 -7.72 5.40
N: -2.76 -7.90 2.97
H: -3.69 -4.69 5.59
H: -4.83 -5.83 4.81
H: -4.87 -4.12 4.39
H: -1.38 -5.48 3.13
H: -1.66 -5.23 4.84
H: -1.05 -7.59 4.13
H: -3.83 -7.66 5.37
H: -2.49 -8.76 5.59
H: -2.39 -7.13 6.25
H: -2.26 -7.67 2.12
H: -3.66 -7.45 2.85
C: 0.60 7.35 0.52
O: 1.02 6.51 -0.54
C: 1.64 7.19 -1.61
C: 3.13 7.52 -1.38
C: 3.36 8.70 -0.44
N: 3.87 6.36 -0.88
H: 0.26 8.33 0.17
H: 1.40 7.47 1.26
H: -0.23 6.86 1.03
H: 1.58 6.51 -2.47
H: 1.07 8.09 -1.89
H: 3.55 7.80 -2.35
H: 3.21 8.43 0.60
H: 4.38 9.06 -0.53
H: 2.69 9.53 -0.68
H: 3.80 5.61 -1.56
H: 3.36 6.00 -0.07
C: 0.48 -3.20 6.39
O: 0.90 -4.01 5.30
C: 1.53 -3.30 4.25
C: 3.02 -2.98 4.48
C: 3.25 -1.83 5.45
N: 3.75 -4.16 4.95
H: 0.15 -2.21 6.06
H: 1.28 -3.10 7.12
H: -0.35 -3.71 6.88
H: 1.46 -3.96 3.37
H: 0.96 -2.40 3.99
H: 3.44 -2.68 3.52
H: 3.10 -2.12 6.49
H: 4.27 -1.47 5.37
H: 2.58 -0.99 5.23
H: 3.68 -4.90 4.25
H: 3.25 -4.54 5.75
C: -4.83 5.85 -7.89
O: -4.55 5.37 -6.59
C: -5.68 4.88 -5.89
C: -6.08 3.44 -6.25
C: -6.81 3.33 -7.59
N: -4.93 2.54 -6.26
H: -5.81 6.33 -7.95
H: -4.76 5.05 -8.63
H: -4.07 6.60 -8.14
H: -5.39 4.88 -4.83
H: -6.53 5.57 -5.98
H: -6.78 3.09 -5.48
H: -6.14 3.40 -8.44
H: -7.31 2.36 -7.66
H: -7.58 4.10 -7.69
H: -4.51 2.54 -5.34
H: -4.22 2.96 -6.85
C: 7.14 -0.79 4.15
O: 6.26 -1.62 3.43
C: 6.55 -1.74 2.05
C: 7.66 -2.76 1.72
C: 9.07 -2.26 2.03
N: 7.45 -4.03 2.42
H: 7.50 0.05 3.55
H: 7.99 -1.36 4.53
H: 6.60 -0.39 5.02
H: 5.63 -2.10 1.59
H: 6.77 -0.76 1.61
H: 7.61 -2.95 0.65
H: 9.29 -2.28 3.10
H: 9.81 -2.88 1.53
H: 9.20 -1.23 1.67
H: 6.55 -4.42 2.14
H: 7.32 -3.82 3.41

Properties
* net charge: 0
* gap between HOMO and LUMO: 8.01 eV
* LUMO: -0.017 hartree
* SMILES: CCSCc1ccc2ncc(CCOC(C)=O)nc2c1.COC[C@@H](C)N.COC[C@@H](C)N.COC[C@@H](C)N.COC[C@@H](C)N.COC[C@@H](C)N

Results of the Mulliken charge analysis, in e, for atoms 1 through 4: atom 1 (C): -1.0021, atom 2 (C): -0.0009, atom 3 (S): -0.2241, atom 4 (C): -0.9809

***

Entry 9:
Entry from the Open Molecules 2025 dataset: a single C5H6O3 molecule at a distorted geometry (ωB97M-V with the def2-TZVPD basis set).

Positions of all 14 atoms, in Å:
C: -0.87 -0.18 1.78
C: -0.95 -1.20 0.95
C: -0.01 -0.85 -0.23
O: -0.57 -0.14 -1.49
C: 0.18 1.27 -1.73
O: 1.32 1.04 -0.87
C: 0.89 0.22 0.27
O: 0.05 0.73 1.44
H: -1.35 -0.17 2.86
H: -1.63 -2.23 0.80
H: 0.64 -1.82 -0.41
H: -0.25 2.38 -1.35
H: 0.82 1.36 -2.85
H: 1.72 -0.41 0.83

Properties
* net charge: 0
* gap between HOMO and LUMO: 9.99 eV
* LUMO: 0.030 hartree
* energy above the lowest of the compared OMol25 structures with the same formula, charge and spin: 509.3 kJ/mol
* SMILES: C1=C[C@H]2OCO[C@H]2O1

Results of the Mulliken charge analysis, in e, for atoms 1 through 4: atom 1 (C): -0.1246, atom 2 (C): -0.4314, atom 3 (C): 0.3397, atom 4 (O): -0.4354